121
Properties=species:S:1:pos:R:3:mulliken_charge:R:1 method="wB97M-V/def2-TZVPD" charge=-1 e_tot_ev=-129945.7610 e_homo_ha=-0.10798 max_force_ev_per_a=9.67 e_lumo_ev=-0.785 homo_lumo_gap_ha=0.0791
C -4.11 -8.53 2.64 -0.983
P -5.79 -7.79 2.15 0.095
C -6.04 -6.04 2.85 -0.816
P -7.28 -9.10 3.16 -0.302
N -8.22 -9.32 1.60 -0.512
C -9.40 -8.83 1.79 0.283
S -10.70 -7.79 2.12 -0.331
H -3.37 -7.77 3.09 0.287
H -3.62 -8.94 1.68 0.236
H -4.31 -9.42 3.35 0.314
H -6.96 -6.07 3.56 0.330
H -5.13 -5.73 3.46 0.235
H -6.26 -5.34 1.96 0.137
H -6.40 -10.22 2.88 0.011
H -6.53 -8.85 4.40 0.118
H -8.11 -7.94 3.42 -0.161
H -8.17 -9.96 3.90 0.070
O -3.30 -3.74 -0.10 -0.703
P -3.15 -2.29 -0.57 1.011
O -4.29 -1.64 0.44 -0.354
C -3.94 -1.45 1.81 -0.391
C -2.93 -0.32 1.98 -0.876
O -4.10 -2.44 -1.93 -0.323
C -4.35 -3.73 -2.48 -0.390
C -5.59 -4.37 -1.87 -0.854
O -2.86 -0.68 -1.12 -0.284
C -1.50 -0.39 -1.42 -0.215
C -0.92 -1.32 -2.47 -1.211
H -3.55 -2.38 2.23 0.277
H -4.86 -1.20 2.34 0.345
H -1.96 -0.62 1.58 0.131
H -2.81 -0.08 3.04 0.470
H -3.25 0.57 1.44 0.228
H -3.47 -4.37 -2.38 0.329
H -4.51 -3.60 -3.56 0.366
H -5.61 -4.27 -0.78 0.113
H -5.64 -5.43 -2.13 0.350
H -6.49 -3.88 -2.24 0.291
H -0.91 -0.44 -0.50 0.227
H -1.46 0.64 -1.78 0.368
H -0.89 -2.35 -2.12 0.449
H 0.11 -1.02 -2.71 0.391
H -1.52 -1.30 -3.38 0.244
O 0.12 2.81 -6.78 -0.759
P 0.40 3.69 -5.55 0.754
O 1.36 2.60 -4.77 -0.197
C 2.70 2.45 -5.21 -0.436
C 3.55 3.66 -4.87 -0.875
O -1.02 3.35 -4.77 -0.218
C -2.14 2.85 -5.49 -0.469
C -2.12 1.33 -5.56 -0.835
O 0.71 4.74 -4.23 0.027
C 0.84 6.12 -4.57 -0.357
C -0.39 6.67 -5.28 -1.167
H 2.72 2.25 -6.29 0.298
H 3.11 1.57 -4.71 0.341
H 3.26 4.52 -5.49 0.197
H 4.61 3.46 -5.07 0.432
H 3.43 3.94 -3.83 0.147
H -2.19 3.30 -6.49 0.341
H -3.05 3.16 -4.96 0.403
H -1.13 0.93 -5.82 0.285
H -2.84 0.97 -6.30 0.395
H -2.38 0.90 -4.59 0.052
H 1.73 6.25 -5.20 0.306
H 1.01 6.68 -3.64 0.340
H -0.55 6.17 -6.24 0.327
H -0.28 7.74 -5.47 0.408
H -1.28 6.51 -4.67 0.281
O 1.84 5.40 1.34 -0.771
P 0.88 4.68 2.29 0.893
O 1.95 3.53 2.80 -0.272
C 2.93 3.91 3.76 -0.098
C 2.32 4.16 5.12 -1.103
O 0.11 3.78 1.12 -0.175
C 0.17 4.19 -0.25 -0.676
C 1.37 3.59 -0.96 -0.255
O -0.25 3.98 3.37 -0.199
C -1.12 4.91 4.02 -0.257
C -1.92 5.74 3.04 -1.079
H 3.47 4.79 3.41 0.254
H 3.65 3.09 3.82 0.145
H 1.72 5.07 5.12 0.206
H 3.10 4.28 5.88 0.444
H 1.67 3.33 5.42 0.253
H 0.15 5.28 -0.33 0.316
H -0.75 3.83 -0.74 0.441
H 2.29 3.68 -0.37 0.258
H 1.53 4.08 -1.92 -0.145
H 1.22 2.53 -1.13 0.218
H -0.53 5.56 4.68 0.231
H -1.80 4.33 4.66 0.351
H -1.27 6.37 2.43 0.344
H -2.62 6.40 3.57 0.416
H -2.49 5.10 2.36 0.236
O 5.94 -1.46 -0.02 -0.742
P 6.24 -1.07 1.43 1.113
O 5.88 0.53 1.28 -0.451
C 4.50 0.91 1.25 -0.234
C 3.85 0.74 2.61 -0.760
O 7.89 -0.96 1.25 -0.340
C 8.53 -1.61 0.15 -0.338
C 8.60 -0.71 -1.07 -1.032
O 6.55 -0.75 3.09 -0.251
C 6.15 -1.79 3.99 -0.230
C 6.82 -3.12 3.67 -1.139
H 3.98 0.33 0.49 0.237
H 4.46 1.96 0.96 0.227
H 3.74 -0.32 2.86 0.244
H 2.85 1.19 2.62 0.279
H 4.45 1.20 3.40 0.198
H 8.04 -2.56 -0.07 0.322
H 9.55 -1.86 0.47 0.359
H 7.65 -0.20 -1.27 0.286
H 8.87 -1.29 -1.96 0.332
H 9.34 0.08 -0.92 0.285
H 5.06 -1.90 3.96 0.252
H 6.42 -1.47 5.00 0.370
H 6.53 -3.49 2.69 0.345
H 6.54 -3.87 4.42 0.409
H 7.91 -3.00 3.67 0.265